{
  "formula": "C5H8BeMgO5",
  "method": "ωB97M-V with the def2-TZVPD basis set",
  "elements": ["C", "C", "H", "H", "H", "H", "O", "O", "O", "O", "C", "H", "Mg", "H", "O", "C", "H", "H", "C", "Be"],
  "coordinates": [[0.167952, -1.525046, -2.049136], [-0.515490, -0.152418, -2.046388], [-0.418542, -2.154013, -2.747155], [1.168533, -1.402680, -2.511719], [-1.112238, -0.002187, 1.844903], [-1.584652, -0.244549, -1.822509], [0.226350, -2.054116, -0.776816], [1.187876, 0.789367, 1.373914], [0.267836, -1.462949, 1.417534], [-0.819040, -1.437931, 3.333599], [1.010326, 1.916318, 0.641338], [0.559669, 2.769681, 1.201725], [-1.887182, -0.932202, 4.899357], [-0.327340, 0.476998, -2.923199], [0.061295, 0.500562, -0.881149], [0.120086, 1.706996, -0.520816], [1.931987, 2.362725, 0.192915], [-0.164050, 2.499344, -1.225708], [-0.535314, -0.936909, 2.222362], [0.661938, -0.716991, 0.376947]],
  "forces_ev_per_angstrom": [[0.2818, -0.5336, -0.5224], [-0.8773, -0.4880, -1.0898], [0.1205, 0.1963, 0.1570], [-0.1844, -0.0015, 0.0397], [0.7973, -1.2515, 0.8367], [0.2396, 0.0680, -0.0586], [0.7937, 2.7854, -0.0619], [-0.0736, -0.4916, -2.1592], [-2.4546, -2.8954, 6.6893], [-0.2630, 0.5611, 0.1660], [-1.2069, -0.0789, 1.1059], [0.2720, -0.1058, 0.0323], [0.2023, -0.2052, -0.1521], [-0.0556, -0.0918, 0.2034], [-0.2757, 0.2912, 1.2943], [2.1725, 0.6851, -1.2716], [-0.1737, 0.0343, -0.2523], [-0.4442, -0.2186, 0.2634], [-1.0587, 0.1502, -0.1011], [2.1880, 1.5905, -5.1190]],
  "homo_lumo_gap_ev": [5.53, 6.69],
  "total_charge": 1,
  "spin_multiplicity": 2,
  "s_squared": 0.750,
  "e_above_lowest_kcal_mol": 0.00,
  "e_tot_ha": -786.0820,
  "lumo_energy_ev": [-5.412, -5.411]
}